{
  "formula": "C2H2Li2O2Rb",
  "method": "wB97M-V/def2-TZVPD",
  "symbols": ["O", "C", "C", "Li", "Li", "H", "H", "Rb", "O"],
  "xyz": [[-0.153675, -1.189941, 1.514290], [-0.167113, -1.250891, 0.184454], [0.703404, -0.574582, -0.626615], [0.610495, -0.591521, 3.329874], [-0.860000, 2.136478, 1.081115], [-1.178621, -1.385052, -0.253436], [1.730062, -0.473875, -0.224197], [-1.007116, 2.922012, -3.551619], [0.322562, 0.407372, -1.453866]],
  "atomic_forces_ev_per_a": [[1.230, -0.723, -1.361], [-3.269, 0.550, 2.594], [1.408, 4.600, -1.258], [-0.567, -0.120, -1.358], [0.117, -0.144, -0.099], [0.397, -0.355, 0.190], [-0.065, -0.235, -0.401], [0.160, -0.322, 0.507], [0.590, -3.251, 1.187]],
  "e_above_lowest_ev": 0.551,
  "s_squared": 1.038,
  "spin_multiplicity": 2,
  "lumo_ev": [-0.954, -0.844],
  "energy_ev": -7261.7927
}